ORCA calculation (wB97M-V/def2-TZVPD) on an isolated molecule of CHN3OS at a distorted geometry.

Each line ends with the natural charge from an NBO analysis.
CARTESIAN COORDINATES (ANGSTROEM)
N (-1.82508, 0.59544, 0.00047)  0.006
O (-0.48113, -1.08384, 0.00483)  -0.307
C (0.33738, -0.01319, 0.00095)  0.291
N (-1.81616, -0.65255, -0.00501)  0.113
N (-0.54360, 1.03193, -0.00026)  -0.432
S (1.96550, -0.00743, -0.00124)  -0.117
H (-0.32942, 2.04499, 0.00918)  0.447

* HOMO-LUMO gap: 9.7 eV
* E_tot: -676.33104 Eh
* energy above the lowest of the compared OMol25 structures with the same formula, charge and spin: 218.0 kJ/mol
* HOMO energy: -9.360 eV
* net charge: 0

=====

ORCA calculation (wB97M-V/def2-TZVPD) on a cluster of 2 separate species, CHN3OS in total at a distorted geometry.

Each line ends with the natural charge from an NBO analysis.
CARTESIAN COORDINATES (ANGSTROEM)
N (1.21105, -1.21847, -1.11255)  -0.102
C (0.32679, 1.01514, 1.02355)  0.254
H (-1.57185, -0.97382, -0.63216)  0.377
S (-0.38404, 2.27243, 0.47265)  0.263
N (-0.82463, -0.41395, -0.39707)  -0.454
O (1.10562, 0.29389, 1.47393)  -0.426
N (0.13706, -0.97521, -0.82834)  0.088

* 2S+1: 3
* HOMO-LUMO gap (alpha / beta): 5.2 / 5.4 eV
* E_tot: -676.14635 Eh
* energy above the lowest of the compared OMol25 structures with the same formula, charge and spin: 349.1 kJ/mol
* HOMO energy (alpha / beta): -5.020 / -9.692 eV
* net charge: 0

=====

ORCA calculation (wB97M-V/def2-TZVPD) on a cluster of 2 separate species, CHN4O2 in total at a distorted geometry.

Each line ends with the natural charge from an NBO analysis.
CARTESIAN COORDINATES (ANGSTROEM)
N (0.10315, 2.34099, 0.23337)  -0.195
H (-0.21250, -3.27726, 1.04894)  0.391
N (-0.32409, 1.09724, 0.76518)  -0.473
O (-0.92309, -2.80697, 0.58995)  -1.169
N (0.88629, 1.48240, -1.68947)  -0.107
N (0.61133, 2.17721, -0.83186)  0.164
O (-0.01841, -1.05745, -0.24093)  -0.327
C (-0.12269, 0.04384, 0.12483)  0.717

* HOMO-LUMO gap: 5.3 eV
* E_tot: -408.03592 Eh
* energy above the lowest of the compared OMol25 structures with the same formula, charge and spin: 629.8 kJ/mol
* HOMO energy: -2.668 eV
* net charge: -1

=====

ORCA calculation (wB97M-V/def2-TZVPD) on a cluster of 2 separate species, CHN4S in total at a distorted geometry.

Each line ends with the natural charge from an NBO analysis.
CARTESIAN COORDINATES (ANGSTROEM)
H (-2.44697, -1.56090, 0.70354)  0.237
N (-2.39077, 0.84813, -0.89373)  0.242
N (-0.22062, -1.61106, 0.65001)  -0.402
N (-1.52996, 1.37601, -1.47231)  -0.347
C (-1.35236, -1.68461, 0.81922)  0.052
N (-3.19251, 0.43766, -0.18062)  -0.431
S (-4.30683, -0.70607, 0.14534)  -0.351

* HOMO-LUMO gap: 7.1 eV
* E_tot: -655.86535 Eh
* energy above the lowest of the compared OMol25 structures with the same formula, charge and spin: 180.6 kJ/mol
* HOMO energy: -3.236 eV
* net charge: -1

=====

ORCA calculation (wB97M-V/def2-TZVPD) on a cluster of 2 separate species, CHNO2S in total at a distorted geometry.

Each line ends with the natural charge from an NBO analysis.
CARTESIAN COORDINATES (ANGSTROEM)
N (-1.08249, -0.04072, 0.19760)  0.475
S (1.87144, 1.23976, 0.35500)  0.322
C (1.11340, 0.02192, -0.20343)  -0.311
O (-1.74410, 0.85601, 0.62018)  -0.343
O (-1.39900, -1.19077, -0.04806)  -0.400
H (1.24075, -0.88620, -0.92129)  0.257

* HOMO-LUMO gap (alpha / beta): 7.4 / 7.3 eV
* E_tot: -641.92903 Eh
* energy above the lowest of the compared OMol25 structures with the same formula, charge and spin: 424.2 kJ/mol
* HOMO energy (alpha / beta): -8.784 / -8.771 eV
* net charge: 0

=====

ORCA calculation (wB97M-V/def2-TZVPD) on a cluster of 2 separate species, CHNO2S in total at a distorted geometry.

Each line ends with the natural charge from an NBO analysis.
CARTESIAN COORDINATES (ANGSTROEM)
C (0.70910, 0.82251, 0.95075)  1.038
N (-0.75472, -0.32969, -0.83675)  -0.898
O (-0.06489, 1.71646, 1.00418)  -0.470
H (-1.14616, -0.47114, -1.68120)  0.354
S (-0.12738, -1.50773, -0.35917)  0.545
O (1.38405, -0.23042, 0.92220)  -0.569

* HOMO-LUMO gap (alpha / beta): 7.3 / 7.3 eV
* E_tot: -642.02302 Eh
* energy above the lowest of the compared OMol25 structures with the same formula, charge and spin: 177.4 kJ/mol
* HOMO energy (alpha / beta): -7.902 / -7.858 eV
* net charge: 0

=====

ORCA calculation (wB97M-V/def2-TZVPD) on a cluster of 2 separate species, CHNO3S in total at a distorted geometry.

Each line ends with the natural charge from an NBO analysis.
CARTESIAN COORDINATES (ANGSTROEM)
O (10.63922, -1.47325, 2.12535)  -0.708
O (10.69898, -1.81649, -0.09550)  -0.796
C (10.70774, -1.13902, 0.94318)  0.828
S (10.67529, 0.67651, -0.86774)  1.360
N (10.83386, 0.29640, 0.61574)  -0.771
H (-0.30578, 1.01931, -1.17394)  -1.000
O (10.62885, 2.21759, -0.93840)  -0.913

* HOMO-LUMO gap: 2.5 eV
* E_tot: -717.26722 Eh
* energy above the lowest of the compared OMol25 structures with the same formula, charge and spin: 175.4 kJ/mol
* HOMO energy: 1.893 eV
* net charge: -2

=====

ORCA calculation (wB97M-V/def2-TZVPD) on a cluster of 2 separate species, CHNO4S2 in total at a distorted geometry.

Each line ends with the natural charge from an NBO analysis.
CARTESIAN COORDINATES (ANGSTROEM)
O (0.56294, 0.60699, -1.37631)  -0.889
S (0.54243, 0.23989, 0.05318)  1.564
S (-2.78652, 0.54244, -0.18606)  1.470
C (0.71369, -1.61737, 0.15118)  -0.029
O (2.12509, 0.69150, 0.59390)  -0.842
O (-1.72780, -0.46251, -0.03451)  -0.747
N (0.79462, -2.74944, 0.32173)  -0.255
H (2.51936, 1.04523, -0.12811)  0.484
O (-2.74381, 1.70328, 0.60500)  -0.756

* 2S+1: 3
* HOMO-LUMO gap (alpha / beta): 9.1 / 6.0 eV
* E_tot: -1190.57909 Eh
* HOMO energy (alpha / beta): -8.962 / -11.128 eV
* net charge: 0

=====

ORCA calculation (wB97M-V/def2-TZVPD) on a structure of composition CHNOS at a distorted geometry.

Each line ends with the natural charge from an NBO analysis.
CARTESIAN COORDINATES (ANGSTROEM)
H (1.62052, 0.55530, -0.11815)  0.347
O (0.06212, -1.12647, -0.35628)  -0.326
N (0.71176, -0.14700, 0.56116)  -0.301
S (-1.85221, 0.77480, -0.10919)  0.025
C (-0.54219, -0.05663, 0.02246)  0.256

* HOMO-LUMO gap: 9.4 eV
* E_tot: -566.73724 Eh
* energy above the lowest of the compared OMol25 structures with the same formula, charge and spin: 244.6 kJ/mol
* HOMO energy: -9.648 eV
* net charge: 0

=====

ORCA calculation (wB97M-V/def2-TZVPD) on a cluster of 2 separate species, CHNOS3 in total at a distorted geometry.

Each line ends with the natural charge from an NBO analysis.
CARTESIAN COORDINATES (ANGSTROEM)
C (-0.57246, -0.63892, 0.24001)  -0.297
N (1.24630, 0.27541, 0.96636)  -0.877
S (-1.48267, 0.70208, 0.48675)  0.248
S (-0.38620, -1.96375, -0.53102)  0.319
S (2.27151, 0.67513, -0.05661)  1.365
H (-2.89867, 0.35569, 0.37629)  0.156
O (1.82219, 0.59435, -1.48178)  -0.915

* HOMO-LUMO gap (alpha / beta): 8.0 / 8.0 eV
* E_tot: -1363.12338 Eh
* energy above the lowest of the compared OMol25 structures with the same formula, charge and spin: 127.3 kJ/mol
* HOMO energy (alpha / beta): -9.204 / -9.203 eV
* net charge: 0

=====

ORCA calculation (wB97M-V/def2-TZVPD) on an isolated molecule of CHNS2 at a distorted geometry.

Each line ends with the natural charge from an NBO analysis.
CARTESIAN COORDINATES (ANGSTROEM)
N (-1.01744, -1.63307, -2.34136)  -0.276
S (-1.75733, 0.92816, -1.47610)  0.202
C (-1.40510, -0.61903, -1.99586)  -0.004
H (-1.79109, 1.32880, 1.13826)  0.110
S (-0.89157, 0.44156, 0.91689)  -0.031

* HOMO-LUMO gap: 7.2 eV
* E_tot: -889.76074 Eh
* energy above the lowest of the compared OMol25 structures with the same formula, charge and spin: 105.9 kJ/mol
* HOMO energy: -10.069 eV
* net charge: 0

=====

ORCA calculation (wB97M-V/def2-TZVPD) on a structure of composition CHO3PS at a distorted geometry.

Each line ends with the natural charge from an NBO analysis.
CARTESIAN COORDINATES (ANGSTROEM)
C (1.13641, -0.28907, -0.46672)  -0.820
O (-1.40070, -0.94663, 0.20314)  -1.187
P (-0.90988, 0.49778, 0.25716)  2.400
H (1.21402, -0.98628, -1.37669)  0.176
S (2.22197, -0.78087, 0.61847)  -0.175
O (-0.78457, 1.10964, 1.59232)  -1.193
O (-1.47725, 1.39544, -0.82768)  -1.202

* 2S+1: 3
* HOMO-LUMO gap (alpha / beta): 4.0 / 5.9 eV
* E_tot: -1003.92282 Eh
* energy above the lowest of the compared OMol25 structures with the same formula, charge and spin: 31.0 kJ/mol
* HOMO energy (alpha / beta): 1.998 / -0.056 eV
* net charge: -2